A cluster of 2 separate species, C4H6SSi in total in a non-equilibrium geometry, computed with ωB97M-V with the def2-TZVPD basis set.

Each atom is followed by the atoms it is bonded to, with distances in Å.
CARTESIAN COORDINATES (ANGSTROEM)
1 C -0.090 1.588 -0.255  C2 1.345, Si4 1.897, H5 1.013
2 C 1.252 1.584 -0.166  C1 1.345, S3 1.756, H6 1.183
3 S 1.814 0.339 0.938  C2 1.756, Si4 2.547
4 Si -0.730 0.224 0.898  C1 1.897, S3 2.547, H7 1.434, H8 1.571
5 H -0.583 2.080 -0.992  C1 1.013
6 H 2.077 2.275 -0.657  C2 1.183
7 H -1.873 -0.568 0.547  Si4 1.434
8 H -0.964 0.663 2.388  Si4 1.571
9 C 0.046 -1.718 -1.131  C10 1.205, H11 1.124
10 C -0.337 -2.385 -0.203  C9 1.205, H12 1.073
11 H -0.159 -1.099 -2.046  C9 1.124
12 H -0.453 -2.982 0.680  C10 1.073

As for the LUMO energy: -0.158 eV. The structure (SMILES) is C1=CS[SiH2]1.C#C. For the total energy, the calculation gives -843.51430 hartree. Its HOMO-LUMO gap is 7.8 eV.

Löwdin atomic charge list, values in e, 6 entries: number 1, C, carries -0.3989; number 2, C, carries -0.6725; number 3, S, carries 0.4979; number 4, Si, carries 0.6176; number 5, H, carries -0.0078; number 6, H, carries 0.1034